No. 1
{
  "formula": "C48H59N5OP2PdSSi2",
  "method": "wB97M-V/def2-TZVPD",
  "symbols": ["Pd", "S", "P", "P", "Si", "Si", "O", "N", "N", "N", "N", "N", "C", "C", "C", "C", "C", "C", "C", "C", "C", "C", "C", "C", "C", "C", "C", "C", "C", "C", "C", "C", "C", "C", "C", "C", "C", "C", "C", "C", "C", "C", "C", "C", "C", "C", "C", "C", "C", "C", "C", "C", "C", "C", "C", "C", "C", "C", "C", "C", "H", "H", "H", "H", "H", "H", "H", "H", "H", "H", "H", "H", "H", "H", "H", "H", "H", "H", "H", "H", "H", "H", "H", "H", "H", "H", "H", "H", "H", "H", "H", "H", "H", "H", "H", "H", "H", "H", "H", "H", "H", "H", "H", "H", "H", "H", "H", "H", "H", "H", "H", "H", "H", "H", "H", "H", "H", "H", "H"],
  "xyz": [[0.231, 0.362, -0.075], [2.463, 1.201, -0.735], [-1.638, -1.017, -1.092], [-1.421, 0.446, 1.917], [0.280, -1.125, -3.353], [0.916, 1.542, 3.495], [3.003, -3.668, -0.816], [-0.173, -1.246, -1.674], [0.133, 0.628, 2.248], [2.853, -1.445, -0.474], [0.636, -2.512, 1.446], [4.416, -0.074, 0.523], [5.056, -2.505, -0.959], [1.916, -2.008, -3.535], [-1.894, -3.761, -1.486], [5.577, -1.497, -1.758], [7.247, -3.442, -0.680], [-3.839, -5.067, -0.954], [-3.864, -2.686, -0.626], [-2.533, -4.994, -1.405], [-1.828, -0.542, 0.563], [0.866, -4.776, 2.293], [-3.568, 4.451, 1.177], [-3.621, 2.189, 1.988], [-4.108, 2.035, -3.524], [2.604, -5.291, 3.888], [-1.602, 3.076, 1.037], [-2.496, 0.373, 4.518], [-3.270, -1.632, 5.592], [3.291, -0.186, -0.190], [-2.567, -1.688, 3.294], [-4.258, 3.403, 1.767], [6.691, -1.754, 3.062], [2.976, -3.953, 3.888], [2.549, 2.169, 2.824], [-3.730, -0.232, -2.817], [0.043, 3.066, 4.156], [6.295, -0.859, 1.896], [1.245, -3.434, 2.283], [-2.239, 4.285, 0.807], [-2.299, 1.523, -2.028], [-2.286, 2.018, 1.630], [-2.558, -2.598, -1.113], [-4.452, 0.692, -3.559], [-4.506, -3.910, -0.562], [4.806, -0.954, 1.633], [7.772, -2.433, -1.479], [-0.983, -1.931, -4.482], [5.884, -3.489, -0.432], [-2.270, -0.329, 3.336], [6.938, -1.469, -2.027], [3.586, -2.620, -0.718], [-2.645, 0.174, -2.040], [2.309, -3.035, 3.095], [1.543, -5.688, 3.085], [-3.056, -2.339, 4.418], [-2.999, -0.271, 5.637], [0.491, 0.628, -3.952], [-3.028, 2.449, -2.756], [1.240, 0.412, 4.950], [2.596, -1.989, 3.103], [-1.439, 1.859, -1.443], [-0.496, -2.297, -5.389], [6.561, 0.180, 2.113], [0.048, -5.099, 1.660], [4.231, -0.658, 2.517], [6.199, -1.443, 3.984], [-1.486, -2.780, -4.018], [5.448, -4.280, 0.165], [0.664, -1.552, 1.771], [-3.177, 0.289, 6.546], [7.345, -0.693, -2.662], [0.390, 0.411, 5.636], [-5.285, 0.359, -4.164], [-1.748, -1.213, -4.782], [-4.339, -6.025, -0.893], [2.898, 1.550, 1.997], [8.834, -2.405, -1.683], [-0.459, 3.642, 3.379], [-4.168, 1.369, 2.434], [6.411, -2.790, 2.864], [3.125, -6.009, 4.506], [2.435, 3.185, 2.439], [2.120, 0.714, 5.521], [2.010, -2.823, -2.815], [0.820, 3.704, 4.587], [-2.007, -5.894, -1.696], [-3.652, -2.138, 6.469], [1.233, -6.725, 3.075], [7.766, -1.728, 3.233], [2.023, -2.428, -4.536], [-3.275, -3.397, 4.374], [-0.553, 2.955, 0.769], [4.923, -0.744, -2.182], [-4.367, -1.791, -0.280], [-5.521, -3.968, -0.191], [4.546, -1.981, 1.403], [3.315, 2.195, 3.602], [1.153, 0.643, -4.821], [-2.419, -2.237, 2.371], [-4.063, 5.398, 1.008], [1.845, -1.561, -0.657], [-0.464, 1.064, -4.250], [0.938, 1.258, -3.181], [6.833, -1.149, 0.988], [-0.677, 2.861, 4.947], [1.382, -0.616, 4.610], [3.795, -3.619, 4.513], [-5.294, 3.527, 2.054], [7.897, -4.199, -0.262], [2.750, -1.318, -3.382], [-2.301, 1.435, 4.558], [4.714, 0.888, 0.628], [-4.675, 2.757, -4.099], [-0.258, -2.785, 1.052], [-4.006, -1.276, -2.863], [-1.698, 5.100, 0.345], [-2.749, 3.494, -2.724], [-0.868, -3.695, -1.823]],
  "mulliken_spin": [0.65, 0.04, 0.15, 0.05, 0.01, 0.01, 0.00, 0.06, 0.06, 0.01, 0.02, 0.01, 0.00, 0.00, 0.02, 0.00, 0.00, 0.00, -0.01, 0.00, 0.70, 0.00, 0.01, -0.01, 0.01, 0.00, 0.00, 0.01, 0.01, 0.03, 0.04, 0.00, 0.00, 0.00, -0.01, 0.02, 0.00, 0.00, 0.03, -0.01, -0.03, 0.08, 0.01, 0.00, 0.00, 0.00, 0.00, 0.01, 0.00, -0.04, 0.00, 0.00, 0.04, 0.00, 0.00, 0.01, 0.00, 0.00, -0.01, 0.01, 0.00, 0.00, 0.00, 0.00, 0.00, 0.00, 0.00, 0.00, 0.00, -0.02, 0.00, 0.00, 0.00, 0.00, 0.00, 0.00, 0.00, 0.00, 0.00, 0.00, 0.00, 0.00, 0.00, 0.00, 0.00, 0.00, 0.00, 0.00, 0.00, 0.00, 0.00, 0.00, 0.00, 0.00, 0.00, 0.00, 0.00, 0.00, 0.00, 0.01, 0.00, -0.01, 0.00, 0.00, 0.00, 0.00, 0.00, 0.00, 0.00, 0.00, 0.00, 0.00, 0.00, 0.00, -0.01, 0.00, 0.00, 0.00, 0.00],
  "relative_energy_kj_mol": 92.46,
  "homo_lumo_gap_ev": [6.871, 6.610],
  "spin_multiplicity": 3,
  "e_lumo_ev": [0.130, -0.957],
  "s2": 2.011,
  "e_tot_ev": -108883.45240
}

***

No. 2
{
  "formula": "C48H60BrN7O6S",
  "method": "wB97M-V/def2-TZVPD",
  "symbols": ["Br", "S", "O", "O", "O", "O", "O", "O", "N", "N", "N", "N", "N", "N", "N", "C", "C", "C", "C", "C", "C", "C", "C", "C", "C", "C", "C", "C", "C", "C", "C", "C", "C", "C", "C", "C", "C", "C", "C", "C", "C", "C", "C", "C", "C", "C", "C", "C", "C", "C", "C", "C", "C", "C", "C", "C", "C", "C", "C", "C", "C", "C", "C", "H", "H", "H", "H", "H", "H", "H", "H", "H", "H", "H", "H", "H", "H", "H", "H", "H", "H", "H", "H", "H", "H", "H", "H", "H", "H", "H", "H", "H", "H", "H", "H", "H", "H", "H", "H", "H", "H", "H", "H", "H", "H", "H", "H", "H", "H", "H", "H", "H", "H", "H", "H", "H", "H", "H", "H", "H", "H", "H", "H"],
  "xyz": [[2.649, -2.693, -2.935], [5.023, 1.998, 0.673], [6.079, 1.818, 1.612], [4.573, 3.313, 0.371], [5.411, 1.219, -0.651], [3.762, 1.129, 1.022], [6.961, -4.233, -1.380], [-1.655, -2.097, 0.519], [1.290, 3.258, -1.893], [-3.859, 3.778, 0.303], [-0.279, -5.755, 7.347], [-3.717, -3.631, 3.356], [-0.159, 8.608, -0.129], [-4.764, 0.293, -0.530], [-0.889, -5.945, -4.661], [3.890, -0.221, 0.455], [0.347, 3.225, -2.833], [6.557, -2.931, -0.975], [-4.121, 5.158, 2.243], [-5.479, 1.227, -1.152], [-1.194, -6.538, 7.913], [-0.479, 4.297, -3.130], [3.696, 0.408, -2.143], [0.001, -0.547, -0.128], [3.098, -1.168, -4.068], [0.230, -5.517, -4.082], [-4.380, 4.012, 1.505], [0.644, 5.516, -1.414], [-0.258, -1.842, 0.625], [-5.803, -4.395, 2.453], [1.578, -7.098, -5.247], [-4.960, -2.253, 1.835], [-1.306, 10.482, 1.581], [-0.873, 9.257, 2.063], [-1.156, 10.756, 0.231], [-2.032, -4.743, 6.054], [2.478, -0.801, 0.446], [1.483, -6.055, -4.340], [-2.546, -6.483, 7.605], [-5.011, 0.315, -3.302], [-3.875, -2.507, 2.658], [-3.043, 4.703, -0.199], [1.315, 0.166, 0.212], [6.561, -2.769, 0.539], [-5.637, 1.279, -2.529], [4.167, -0.304, -3.431], [-4.677, -4.550, 3.249], [-0.309, 8.359, 1.171], [6.261, -1.356, 1.073], [0.421, -7.555, -5.858], [-2.720, 5.882, 0.456], [-4.161, -0.625, -1.285], [1.432, 4.392, -1.207], [-0.578, 9.789, -0.579], [-4.252, -0.656, -2.669], [-0.705, -4.880, 6.438], [-3.274, 6.114, 1.705], [-0.782, -6.946, -5.532], [-0.329, 5.465, -2.398], [4.777, -1.081, 1.398], [4.548, 0.068, -0.916], [-2.970, -5.566, 6.657], [-5.944, -3.222, 1.727], [2.342, -1.256, 1.430], [-1.707, -7.277, -5.991], [-3.566, -1.361, -0.754], [-0.444, 9.969, -1.640], [-1.228, 4.210, -3.906], [7.283, -2.251, -1.427], [2.205, 4.386, -0.445], [-0.827, -7.242, 8.652], [6.383, -4.876, -0.946], [1.514, 0.883, -0.584], [-2.626, 4.487, -1.176], [0.322, -2.675, 0.210], [-1.752, 11.211, 2.246], [5.849, -3.489, 0.962], [-3.738, -1.424, -3.231], [-6.804, -3.066, 1.087], [3.402, -1.584, -5.024], [-1.820, -3.046, 0.612], [4.288, -2.050, 1.522], [4.712, -0.567, 2.358], [7.551, -3.077, 0.886], [-4.575, 5.294, 3.216], [2.359, -5.662, -3.843], [4.437, 0.445, -4.182], [-4.530, -5.460, 3.821], [-3.084, -1.772, 2.741], [0.786, 6.411, -0.824], [0.040, 7.389, 1.513], [5.238, -0.727, -1.175], [-0.040, -0.756, -1.202], [-0.963, 6.322, -2.588], [0.027, -1.746, 1.682], [5.562, -2.724, -1.390], [0.247, 2.290, -3.376], [-1.478, 11.698, -0.190], [-3.048, 7.024, 2.247], [-2.051, 6.596, -0.005], [6.812, -1.252, 2.008], [-3.244, -7.145, 8.100], [2.537, -7.546, -5.475], [-4.018, -5.490, 6.392], [-5.108, 0.324, -4.381], [-5.021, -1.319, 1.291], [-0.835, 0.114, 0.112], [2.472, -1.605, -0.297], [1.174, 0.756, 1.120], [-5.943, 1.973, -0.517], [0.117, -4.698, -3.380], [5.059, -0.909, -3.250], [6.677, -0.593, 0.414], [0.446, -8.366, -6.573], [0.060, -4.255, 5.990], [-0.967, 9.000, 3.110], [-2.324, -4.021, 5.303], [-5.035, 3.242, 1.897], [2.641, 0.189, -1.993], [-6.545, -5.181, 2.402], [3.786, 1.483, -2.294], [2.171, -0.611, -4.184], [-6.232, 2.062, -2.979]],
  "mulliken_charge": [-0.15, 1.22, -0.61, -0.61, -0.43, -0.50, -0.58, -0.27, -0.09, -0.15, -0.57, -0.25, -0.24, -0.25, -0.51, 2.46, -0.19, -0.02, -0.68, -0.18, -0.20, -0.77, -0.39, -0.69, -0.85, -0.14, -0.18, -0.36, -0.67, -0.64, -0.44, -0.46, -0.22, -0.68, -0.49, -0.01, -1.80, -0.17, -0.41, -0.20, -0.39, -0.51, 0.17, -0.89, -0.61, -0.71, -0.26, -0.13, -0.72, -0.28, -0.08, 0.17, -0.44, -0.32, -0.79, -0.33, -0.23, -0.24, -0.44, -1.63, 0.95, -0.26, -0.27, 0.93, 0.35, 0.30, 0.39, 0.44, 0.29, 0.50, 0.35, 0.33, -0.31, 0.39, 0.34, 0.38, 0.40, 0.45, 0.42, 0.55, 0.25, 0.51, 0.46, 0.27, 0.40, 0.29, 0.39, 0.40, 0.44, 0.56, 0.45, -0.60, 0.07, 0.42, 0.27, 0.04, 0.39, 0.37, 0.39, 0.34, 0.55, 0.35, 0.37, 0.40, 0.39, 0.58, 0.49, -0.17, 0.50, 0.31, 0.40, 0.39, 0.39, 0.36, 0.37, 0.44, 0.34, 0.33, -0.08, 0.36, 0.16, 0.34, 0.40],
  "homo_lumo_gap_ev": 9.676,
  "spin_multiplicity": 1,
  "e_lumo_ev": 0.317,
  "smiles": "O=S1(=O)O[C@H](CCCBr)C(CCCCO)(CCCCO)O1.c1ccncc1.c1ccncc1.c1ccncc1.c1ccncc1.c1ccncc1.c1ccncc1.c1ccncc1",
  "e_tot_ev": -154340.98589
}

***

No. 3
{
  "formula": "C48H60CoIN3O2PS2Te",
  "method": "wB97M-V/def2-TZVPD",
  "symbols": ["I", "Te", "Co", "S", "S", "P", "O", "O", "N", "N", "N", "C", "C", "C", "C", "C", "C", "C", "C", "C", "C", "C", "C", "C", "C", "C", "C", "C", "C", "C", "C", "C", "C", "C", "C", "C", "C", "C", "C", "C", "C", "C", "C", "C", "C", "C", "C", "C", "C", "C", "C", "C", "C", "C", "C", "C", "C", "C", "C", "H", "H", "H", "H", "H", "H", "H", "H", "H", "H", "H", "H", "H", "H", "H", "H", "H", "H", "H", "H", "H", "H", "H", "H", "H", "H", "H", "H", "H", "H", "H", "H", "H", "H", "H", "H", "H", "H", "H", "H", "H", "H", "H", "H", "H", "H", "H", "H", "H", "H", "H", "H", "H", "H", "H", "H", "H", "H", "H", "H"],
  "xyz": [[-1.927, 3.031, 3.350], [1.096, -2.960, 0.209], [-1.428, 0.452, 1.247], [-2.167, -3.810, 1.340], [-1.685, -1.084, -0.601], [0.838, 2.290, -0.512], [-0.212, 1.379, 0.038], [0.093, -0.166, 2.286], [-2.962, 1.809, 0.874], [-3.402, -1.349, 4.242], [-2.608, -0.409, 2.443], [2.846, 3.981, 0.810], [-0.939, -0.734, 5.738], [-3.900, 1.480, -0.041], [4.113, 1.334, 0.749], [-2.066, 3.520, -2.051], [-5.663, 2.460, 1.241], [0.123, -0.372, 3.563], [0.038, -3.423, -2.626], [-3.389, 2.493, 1.939], [-0.614, -4.101, -3.644], [-3.906, -0.785, 2.201], [-0.605, 4.532, 0.053], [-0.625, 3.857, -2.386], [4.230, 3.773, 0.204], [0.212, 3.905, -1.096], [-3.036, -2.183, -0.699], [5.279, -5.541, -0.069], [-2.318, -0.756, 3.687], [4.950, 2.600, 0.857], [1.798, -0.025, -1.701], [-1.012, -5.943, -2.160], [1.362, -0.392, 4.256], [2.400, 0.008, -4.139], [-2.721, 4.687, -1.299], [1.522, 1.463, -1.970], [2.759, 1.505, -4.139], [-5.235, 1.785, 0.098], [2.671, 2.119, -2.733], [-0.364, -5.262, -1.140], [4.391, -5.754, 0.975], [3.217, -5.017, 1.053], [1.432, -0.544, 5.621], [-3.187, -3.324, 0.055], [2.913, -4.053, 0.098], [-1.037, -0.606, 4.353], [2.695, -0.626, -2.785], [2.752, 1.512, 1.411], [-4.704, 2.835, 2.174], [4.991, -4.579, -1.025], [-1.140, -5.364, -3.413], [1.971, 2.720, 0.870], [-1.695, 5.464, -0.457], [0.174, -4.001, -1.371], [3.821, -3.838, -0.939], [-3.968, -1.896, -1.858], [0.277, -0.698, 6.391], [-4.414, -1.365, 3.315], [-4.322, -4.272, -0.310], [4.630, 0.485, 1.203], [2.242, -0.185, -0.722], [0.055, 5.046, 0.755], [-3.415, -1.777, 5.147], [4.606, -6.502, 1.729], [6.190, -6.122, -0.137], [2.330, 4.796, 0.299], [-4.259, -5.161, 0.314], [0.332, -0.790, 7.467], [-0.305, -5.695, -0.151], [2.907, 1.685, 2.482], [-1.248, 6.269, -1.049], [-3.187, 5.368, -2.017], [-3.522, 4.310, -0.657], [0.839, -0.545, -1.659], [-5.359, -1.836, 3.507], [1.336, -0.124, -4.359], [-1.661, -5.890, -4.205], [5.936, 2.457, 0.408], [1.178, 2.922, 1.604], [4.813, 4.691, 0.317], [2.135, 0.615, 1.352], [0.640, 1.493, -2.627], [5.113, 2.829, 1.917], [-4.275, -4.577, -1.360], [-1.090, 3.730, 0.617], [-0.724, -3.635, -4.616], [-2.633, 3.283, -2.954], [-6.708, 2.682, 1.405], [1.102, 4.512, -1.297], [-4.918, -2.433, -1.817], [-2.187, 5.944, 0.391], [-0.581, 4.846, -2.857], [2.975, 4.320, 1.845], [3.754, -0.482, -2.540], [2.537, -1.706, -2.820], [2.526, -5.193, 1.868], [3.605, 1.943, -2.196], [2.088, 2.048, -4.810], [-5.926, 1.474, -0.675], [0.418, -2.425, -2.801], [2.404, -0.545, 6.102], [-3.517, 0.920, -0.889], [-4.182, -0.824, -1.909], [-0.207, 3.166, -3.118], [3.987, 1.081, -0.307], [-4.345, -0.670, 1.227], [2.261, -0.286, 3.662], [-5.305, -3.815, -0.150], [2.554, 3.205, -2.808], [3.769, 1.648, -4.531], [-1.847, -0.848, 6.323], [2.941, -0.504, -4.937], [-2.062, 2.623, -1.435], [4.143, 3.594, -0.873], [3.612, -3.082, -1.686], [-1.438, -6.920, -1.964], [-4.965, 3.379, 3.071], [-3.487, -2.154, -2.811], [5.682, -4.401, -1.842]],
  "mulliken_spin": [0.01, 0.00, 0.97, 0.01, 0.07, 0.00, 0.01, -0.08, 0.02, 0.00, -0.01, 0.00, 0.00, 0.01, 0.00, 0.00, 0.00, 0.02, 0.00, 0.01, 0.00, 0.01, 0.00, 0.00, 0.00, 0.00, -0.01, 0.00, -0.01, 0.00, 0.00, 0.00, 0.00, 0.00, 0.00, -0.01, 0.00, 0.00, 0.00, 0.00, 0.00, 0.00, 0.00, 0.02, 0.00, 0.02, 0.00, 0.00, 0.00, 0.00, 0.00, -0.01, 0.00, 0.00, 0.00, 0.00, 0.00, 0.00, 0.00, 0.00, 0.00, 0.00, 0.00, 0.00, 0.00, 0.00, 0.00, 0.00, 0.00, 0.00, 0.00, 0.00, 0.00, 0.01, 0.00, 0.00, 0.00, 0.00, 0.00, 0.00, 0.00, 0.00, 0.00, 0.00, -0.01, 0.00, 0.00, 0.00, 0.00, 0.00, 0.00, 0.00, 0.00, 0.00, 0.00, 0.00, 0.00, 0.00, 0.00, 0.01, 0.00, 0.00, 0.00, 0.00, 0.00, 0.00, 0.00, 0.00, 0.00, 0.00, 0.00, 0.00, 0.00, 0.00, 0.00, 0.00, 0.00, 0.00, 0.00],
  "relative_energy_kj_mol": 139.30,
  "homo_lumo_gap_ev": [3.856, 3.971],
  "spin_multiplicity": 2,
  "e_lumo_ev": [1.830, 1.823],
  "s2": 0.921,
  "total_charge": -1,
  "e_tot_ev": -143299.00660
}